Here is a cluster of 7 separate species, C44H94N8O11S in total at a distorted geometry from the Open Molecules 2025 dataset. Energies are from ωB97M-V/def2-TZVPD.

```
158
Properties=species:S:1:pos:R:3:lowdin_charge:R:1
C 8.645 -3.620 -3.026 -0.08
H -1.891 -3.602 0.524 0.07
N -0.769 -0.805 3.745 0.03
H 2.850 3.189 0.120 0.08
H -3.097 0.643 -0.485 0.13
H 4.913 5.080 -0.630 0.12
C -4.461 2.334 -3.198 -0.23
H 7.057 -0.973 0.599 0.09
H -2.694 -1.001 -3.349 0.13
H 4.253 1.057 -1.473 0.10
H 2.971 -1.518 -1.561 0.10
C 2.751 -0.504 -1.203 -0.16
H 0.307 -7.700 4.098 0.09
C -4.336 1.465 -1.959 -0.13
N -8.010 0.350 1.794 0.01
H -6.505 -1.746 0.787 0.09
H 0.390 -0.018 -8.889 0.08
H -4.052 0.389 7.670 0.08
C -3.649 3.290 0.166 0.01
C -8.156 -0.579 2.897 -0.08
O -0.561 3.889 -3.394 -0.28
H -2.221 1.785 1.424 0.09
N 0.654 -0.814 -6.970 0.02
H -5.633 2.336 4.739 0.09
H -1.409 -2.574 1.701 0.04
O -0.299 -4.713 3.521 0.02
H -7.417 -1.369 2.836 0.07
H -4.108 2.626 0.904 0.10
H 5.928 -2.592 -3.214 0.07
H 0.772 1.161 -0.719 0.09
H -4.297 -1.772 -1.685 0.09
H 2.702 -2.349 -7.994 0.09
H -3.273 4.189 0.660 0.10
H -3.846 2.146 7.658 0.09
C 3.582 7.212 -1.191 -0.11
H 0.112 -0.357 -1.243 0.08
H -0.890 4.307 0.778 0.10
H 3.954 0.555 0.205 0.10
H -5.108 1.682 -1.215 0.09
H -0.899 1.696 -4.578 0.09
H -5.816 0.563 4.748 0.08
H -2.070 -2.340 4.294 0.08
S -0.479 3.185 -2.128 0.74
H 1.130 2.439 1.120 0.08
C 3.485 3.949 0.580 -0.16
C 6.562 -4.371 -4.241 -0.55
O -3.740 -1.593 -0.929 -0.07
C 6.621 1.140 0.567 -0.11
H -1.480 -0.718 0.371 0.10
N -1.994 -2.661 0.880 0.03
C 4.084 0.198 -0.821 -0.19
C -2.385 -1.722 -1.371 -0.35
C 0.171 -0.931 -8.332 -0.07
H -5.437 1.414 3.243 0.07
C 2.867 4.508 1.861 -0.20
H -1.035 -1.141 -2.884 0.12
H 1.498 -6.419 3.833 0.08
H 5.551 -0.569 1.394 0.10
H -1.421 -1.392 5.645 0.07
C -1.510 -1.689 -0.121 -0.22
C 0.419 -0.699 3.089 -0.53
C -1.539 2.187 0.665 -0.12
H 3.201 5.536 2.024 0.10
H -2.280 -2.746 -1.770 0.14
C -0.519 1.361 -2.447 -0.38
H -1.149 -7.668 5.900 0.07
H 0.028 0.230 -4.225 0.06
H -1.394 3.561 2.281 0.11
C 3.823 5.008 -0.493 -0.23
H 0.644 -1.767 -8.834 0.07
H 5.982 -0.608 -1.641 0.10
C -1.180 -1.835 4.675 -0.09
O 0.601 0.224 2.311 0.04
H 0.624 2.784 2.784 0.10
H -8.026 -0.034 3.834 0.07
H 2.876 -3.257 -6.492 0.08
C -6.038 -0.763 0.873 0.01
C 0.642 -6.717 4.429 -0.01
N -1.613 -5.879 4.911 0.01
C 0.626 3.162 1.759 -0.21
H -4.574 0.444 -2.285 0.10
H 5.880 -4.067 -2.223 0.09
O -7.067 1.195 -0.054 0.03
C -7.074 0.329 0.806 -0.54
H -5.216 1.411 6.819 0.07
H 1.091 -2.746 3.082 0.06
H -4.434 3.586 -0.530 0.08
H 6.249 1.711 -0.288 0.06
H -2.372 1.073 5.955 0.14
H 9.257 -4.332 -2.470 0.08
O 6.091 -4.990 -5.181 0.03
C -0.112 1.275 -3.944 -0.08
H -3.963 3.994 -2.450 0.03
H -0.498 -1.977 -0.436 0.12
H -4.751 1.809 -4.116 0.10
C 2.173 -2.726 -7.118 0.00
C -1.967 0.774 -2.355 -0.19
C 5.705 -3.659 -3.220 -0.01
H 8.429 -4.795 -4.780 0.14
H 0.944 -6.777 5.475 0.09
H 5.079 -1.752 -0.613 0.10
H 1.751 -1.762 4.405 0.09
H -2.843 -7.496 5.423 0.08
C -4.167 1.289 7.064 -0.07
C 6.166 -0.338 0.517 -0.27
H 3.063 8.143 -0.969 0.09
H 3.416 4.666 -1.458 0.11
H -0.395 -2.571 4.802 0.05
H -0.882 1.352 0.421 0.08
C 0.527 0.575 -1.612 -0.16
O 3.255 6.266 -0.198 -0.20
H 2.339 -1.526 2.751 0.08
H -8.645 1.130 1.736 0.14
C 1.464 -1.756 3.352 0.00
C -1.970 -6.965 5.805 -0.07
O 1.863 -1.351 -5.169 0.02
C -2.460 2.586 -0.513 -0.44
N 7.908 -4.302 -4.072 0.00
H 1.057 5.134 0.937 0.10
H 2.394 1.146 -2.605 0.11
H 4.420 3.448 0.846 0.09
H -2.211 -6.574 6.795 0.08
H 3.295 6.852 -2.189 0.09
H 7.966 -3.132 -2.336 0.07
H -2.395 1.137 -3.297 0.11
O -2.982 1.127 3.650 0.03
C -0.447 -5.687 4.243 -0.54
C -3.785 1.229 4.566 -0.51
H -1.424 -0.062 3.532 0.09
H 4.669 7.381 -1.202 0.09
N -3.368 1.187 5.858 0.02
H 6.249 1.628 1.474 0.06
C 1.336 4.531 1.809 -0.21
C 1.568 -1.593 -6.334 -0.53
H -9.156 -1.017 2.889 0.08
H 7.709 1.216 0.599 0.06
C 5.361 -0.700 -0.743 -0.22
C -2.931 1.353 -1.307 -0.19
O 0.695 3.483 -1.324 -0.25
H 0.974 5.074 2.693 0.11
H 4.658 -3.792 -3.475 0.08
H 2.167 -0.626 -0.283 0.10
H 9.304 -2.866 -3.459 0.08
N -4.261 3.581 -3.334 0.13
H -0.910 -1.085 -8.337 0.08
C -0.839 3.380 1.352 -0.17
C 1.874 0.244 -2.273 -0.16
H 3.182 3.941 2.747 0.11
H 0.288 -0.068 -6.399 0.12
H -5.322 -0.634 0.067 0.05
O -1.837 3.591 -1.362 -0.19
C -2.005 -0.777 -2.523 -0.07
H 1.400 -3.425 -7.442 0.09
H 1.732 -0.456 -3.101 0.07
H 0.782 1.864 -4.162 0.10
H -5.493 -0.703 1.817 0.08
H -2.298 -5.159 4.740 0.14
C -5.267 1.400 4.316 0.00
```

Calculated total energy   -3396.814376 a.u.
Highest occupied orbital energy   -8.8 eV
SMILES   [H]/N=C\C[C@H]1[C@H](C[C@H](O)CN)[C@](C)(CCCCCCC)S(=O)(=O)O[C@]1(C)CCCCCCCOC.CNC(C)=O.CNC(C)=O.CNC(C)=O.CNC(C)=O.CNC(C)=O.CNC(C)=O
Relative energy (zero: lowest compared OMol25 entry of this formula, charge and spin)   0.0 kcal/mol
E_LUMO   0.2 eV